Record 1
106
Properties=species:S:1:pos:R:3 method="wB97M-V/def2-TZVPD" e_tot_ha=-7956.1072 multiplicity=2 fmax_ev_per_a=0.287 gap_ev="9.1 / 6.2" homo_ev="-16.043 / -16.004" de_lowest_kcal_mol=0.0 charge=+3
Ir 1.94 0.15 -0.16
C 3.84 2.13 -2.33
C 4.08 2.38 -0.82
N 2.94 2.00 0.05
C 3.22 2.23 1.49
C 2.09 1.66 2.32
N 1.79 0.26 1.92
C 2.53 -0.81 2.64
C 4.04 -0.94 2.41
C 4.61 -0.77 0.99
N 3.66 -1.03 -0.11
C 4.35 -0.95 -1.42
C 3.32 -0.90 -2.52
N 2.27 0.13 -2.23
C 2.54 1.49 -2.78
H 4.69 1.57 -2.74
H 3.87 3.10 -2.84
H 4.29 3.43 -0.65
H 4.95 1.83 -0.48
H 2.16 2.63 -0.19
H 3.31 3.31 1.68
H 4.18 1.78 1.74
H 1.19 2.24 2.16
H 2.34 1.71 3.39
H 0.81 0.08 2.14
H 2.04 -1.74 2.36
H 2.37 -0.67 3.71
H 4.29 -1.94 2.77
H 4.59 -0.26 3.06
H 5.47 -1.43 0.88
H 4.98 0.24 0.85
H 3.32 -2.02 -0.05
H 5.01 -1.81 -1.55
H 4.98 -0.06 -1.41
H 2.81 -1.86 -2.58
H 3.79 -0.70 -3.49
H 1.42 -0.22 -2.67
H 1.69 2.11 -2.50
H 2.55 1.42 -3.87
Se -4.88 0.85 -1.30
P -3.60 2.48 -0.59
C -3.79 3.71 -1.85
C -4.49 4.89 -1.57
C -4.67 5.82 -2.58
C -4.15 5.59 -3.84
C -3.46 4.41 -4.12
C -3.28 3.47 -3.13
C -4.07 3.11 1.02
C -5.24 2.69 1.64
C -5.59 3.24 2.87
C -4.78 4.21 3.45
C -3.62 4.63 2.82
C -3.25 4.08 1.60
C -1.86 2.00 -0.52
C -1.11 0.83 -0.31
N 0.18 1.24 -0.33
N 0.22 2.55 -0.52
N -0.99 3.02 -0.64
P -1.41 -0.90 0.02
Se 0.51 -1.91 -0.30
C -2.66 -1.52 -1.09
C -2.48 -1.35 -2.47
C -3.43 -1.84 -3.34
C -4.56 -2.51 -2.85
C -4.72 -2.68 -1.49
C -3.77 -2.19 -0.60
C -1.97 -1.07 1.72
C -2.85 -0.14 2.25
C -3.33 -0.30 3.54
C -2.93 -1.39 4.30
C -2.05 -2.32 3.77
C -1.56 -2.17 2.48
H -4.90 5.07 -0.59
H -5.21 6.74 -2.37
H -4.29 6.32 -4.63
H -3.07 4.23 -5.12
H -2.75 2.54 -3.34
H -5.88 1.95 1.18
H -6.50 2.93 3.36
H -5.07 4.64 4.40
H -3.00 5.39 3.27
H -2.35 4.42 1.10
H -1.61 -0.84 -2.85
H -3.31 -1.72 -4.41
H -5.30 -2.89 -3.54
H -5.59 -3.21 -1.11
H -3.90 -2.34 0.47
H -3.17 0.72 1.67
H -4.02 0.43 3.95
H -3.31 -1.51 5.30
H -1.74 -3.17 4.36
H -0.87 -2.90 2.07
F 4.94 -8.46 0.12
C 3.63 -8.18 0.07
F 3.11 -8.81 -0.98
F 3.06 -8.67 1.18
C 3.41 -6.68 -0.02
C 3.75 -5.89 1.07
C 3.57 -4.52 0.95
N 3.08 -3.93 -0.14
C 2.75 -4.72 -1.17
C 2.90 -6.10 -1.16
H 4.15 -6.32 1.98
H 3.82 -3.87 1.78
H 2.34 -4.23 -2.05
H 2.62 -6.69 -2.02

***

Record 2
104
Properties=species:S:1:pos:R:3 method="wB97M-V/def2-TZVPD" e_tot_ha=-4225.4909 multiplicity=3 fmax_ev_per_a=1.750 gap_ev="4.3 / 6.0" homo_ev="-0.660 / -2.366" de_lowest_kcal_mol=45.9 charge=-2
Ti -0.20 -0.60 -1.05
C -3.45 2.29 -1.12
C -2.61 1.26 -0.74
N -1.43 0.97 -1.36
C -1.09 1.77 -2.44
C -1.90 2.85 -2.88
C -3.11 3.11 -2.19
C -1.48 3.59 -4.00
C -0.34 3.23 -4.68
C 0.44 2.15 -4.27
C 0.09 1.41 -3.13
N 0.70 0.29 -2.62
C 1.58 -0.52 -3.32
C 2.58 -0.15 -4.23
C 3.23 -1.12 -4.99
C 2.91 -2.46 -4.87
C 2.03 -2.88 -3.86
C 1.76 -4.25 -3.57
C 0.89 -4.54 -2.52
C 0.35 -3.54 -1.75
N 0.61 -2.20 -1.96
C 1.40 -1.90 -3.05
H -4.37 2.44 -0.57
H -2.88 0.65 0.09
H -3.75 3.92 -2.51
H -2.08 4.43 -4.33
H -0.04 3.78 -5.56
H 1.30 1.88 -4.86
H 2.89 0.88 -4.31
H 3.98 -0.81 -5.71
H 3.39 -3.20 -5.50
H 2.23 -5.03 -4.15
H 0.65 -5.57 -2.27
H -0.31 -3.76 -0.93
C 1.44 0.81 4.51
S 1.38 0.67 2.70
C 2.41 2.10 2.30
H 2.44 0.60 4.87
H 0.73 0.08 4.91
H 1.13 1.82 4.80
H 1.91 3.01 2.63
H 2.51 2.11 1.22
H 3.39 1.99 2.78
C -2.39 -3.36 1.22
C -2.43 -1.88 0.77
C -1.68 -1.07 1.85
C -1.73 -1.71 -0.57
C -3.92 -1.49 0.69
C -4.72 -2.01 -0.33
C -6.04 -1.63 -0.47
C -6.62 -0.73 0.42
C -5.85 -0.24 1.46
C -4.52 -0.62 1.60
H -1.35 -3.67 1.34
H -2.86 -4.00 0.47
H -2.92 -3.49 2.17
H -0.61 -1.27 1.72
H -1.98 -1.37 2.86
H -1.84 0.00 1.75
H -2.26 -2.23 -1.37
H -4.29 -2.70 -1.04
H -6.63 -2.04 -1.28
H -7.65 -0.43 0.31
H -6.28 0.46 2.17
H -3.96 -0.22 2.43
C 5.38 -2.70 0.58
N 4.78 -1.97 1.69
C 3.99 -2.91 2.48
N 2.97 -3.60 1.71
C 3.60 -4.27 0.58
N 4.40 -3.38 -0.25
C 3.55 -2.44 -0.97
P 2.48 -1.32 0.11
C 3.96 -0.86 1.22
C 1.91 -2.69 1.28
H 6.08 -3.44 0.98
H 5.94 -1.99 -0.05
H 3.52 -2.36 3.30
H 4.67 -3.66 2.89
H 2.82 -4.72 -0.04
H 4.25 -5.06 0.97
H 2.91 -3.04 -1.61
H 4.17 -1.81 -1.61
H 3.59 -0.34 2.09
H 4.60 -0.17 0.66
H 1.13 -3.26 0.77
H 1.48 -2.22 2.16
N 0.10 2.72 0.44
C -0.61 3.65 1.21
C -0.83 4.94 0.72
C -1.39 5.91 1.54
C -1.73 5.62 2.85
C -1.56 4.33 3.33
C -1.02 3.35 2.51
S -2.21 6.94 3.97
O -0.92 7.53 4.35
O -3.06 7.84 3.19
O -2.89 6.29 5.08
H -0.12 1.74 0.62
H 0.12 2.93 -0.54
H -0.55 5.18 -0.30
H -1.56 6.92 1.18
H -1.86 4.11 4.35
H -0.89 2.34 2.88

***

Record 3
102
Properties=species:S:1:pos:R:3 method="wB97M-V/def2-TZVPD" e_tot_ha=-3740.3728 fmax_ev_per_a=0.557 gap_ev=6.7 homo_ev=-5.237 de_lowest_kcal_mol=12.1 charge=-1
Au 0.42 -0.24 -1.57
C 4.31 2.13 -0.45
Si 3.73 0.74 -1.56
C 2.96 1.50 -3.08
C 5.26 -0.23 -2.11
N 2.69 -0.42 -0.80
P 2.08 -0.64 0.64
C 0.38 -0.27 0.56
P -0.97 -1.33 0.37
N -0.62 -2.26 -0.88
Si -1.29 -3.61 -1.70
C -0.40 -3.84 -3.33
C -3.14 -3.49 -2.02
C -1.05 -5.12 -0.60
C -1.54 -2.25 1.83
C -2.89 -2.60 1.95
C -3.31 -3.44 2.97
C -2.39 -3.93 3.89
C -1.05 -3.58 3.78
C -0.63 -2.75 2.75
C -2.37 -0.21 0.04
C -2.89 -0.06 -1.24
C -3.84 0.92 -1.50
C -4.28 1.75 -0.48
C -3.77 1.60 0.80
C -2.82 0.63 1.06
C 2.85 0.36 1.95
C 4.17 0.13 2.33
C 4.78 0.96 3.26
C 4.08 2.02 3.81
C 2.76 2.26 3.43
C 2.15 1.43 2.49
C 2.51 -2.35 1.14
C 2.48 -3.32 0.15
C 2.77 -4.64 0.45
C 3.08 -5.01 1.76
C 3.12 -4.04 2.75
C 2.84 -2.72 2.44
H 4.80 2.88 -1.07
H 5.02 1.80 0.31
H 3.46 2.61 0.04
H 3.69 2.14 -3.58
H 2.10 2.11 -2.81
H 2.63 0.74 -3.80
H 5.90 0.36 -2.77
H 4.96 -1.13 -2.64
H 5.85 -0.53 -1.24
H -0.68 -3.06 -4.04
H -0.62 -4.81 -3.78
H 0.68 -3.76 -3.18
H -3.41 -2.65 -2.67
H -3.70 -3.39 -1.09
H -3.48 -4.41 -2.52
H -0.01 -5.21 -0.29
H -1.34 -6.04 -1.12
H -1.66 -5.03 0.30
H -3.61 -2.21 1.24
H -4.35 -3.70 3.05
H -2.72 -4.59 4.69
H -0.32 -3.96 4.49
H 0.41 -2.49 2.67
H -2.51 -0.67 -2.05
H -4.21 1.05 -2.51
H -4.99 2.54 -0.69
H -4.09 2.27 1.59
H -2.40 0.54 2.06
H 4.73 -0.69 1.89
H 5.81 0.78 3.55
H 4.55 2.67 4.53
H 2.22 3.10 3.84
H 1.14 1.61 2.15
H 2.25 -3.04 -0.87
H 2.75 -5.39 -0.33
H 3.30 -6.04 2.00
H 3.37 -4.31 3.77
H 2.87 -1.97 3.23
S -0.02 -0.33 -6.42
C 0.20 -0.42 -4.81
N 0.37 -0.52 -3.66
C -4.55 6.39 -0.15
C -3.42 5.41 -0.34
C -2.94 5.12 -1.61
C -1.89 4.23 -1.81
C -1.43 3.94 -3.21
C -1.29 3.63 -0.69
C -1.75 3.92 0.60
C -1.16 3.26 1.81
C -2.82 4.80 0.75
C -0.17 2.63 -0.85
O 0.86 2.71 -0.19
O -0.49 1.67 -1.66
H -5.18 6.44 -1.04
H -4.18 7.40 0.05
H -5.18 6.10 0.70
H -3.39 5.59 -2.47
H -1.80 4.71 -3.89
H -1.78 2.97 -3.55
H -0.34 3.91 -3.28
H -1.08 2.18 1.67
H -1.79 3.45 2.69
H -0.15 3.63 2.00
H -3.19 5.00 1.75

***

Record 4
106
Properties=species:S:1:pos:R:3 method="wB97M-V/def2-TZVPD" e_tot_ha=-5830.6042 fmax_ev_per_a=1.039 gap_ev=5.6 homo_ev=-9.766 de_lowest_kcal_mol=0.0 charge=+1
Zr -1.48 -0.04 0.92
C -2.12 3.30 0.49
C -3.10 3.72 1.38
C -2.77 4.00 2.70
C -1.45 3.88 3.13
C -0.47 3.46 2.25
C -0.81 3.14 0.93
H -2.37 3.12 -0.54
H -4.12 3.85 1.04
H -3.53 4.34 3.39
H -1.20 4.11 4.16
H 0.55 3.35 2.59
H -0.03 2.84 0.24
O 2.03 -2.77 6.46
C 2.40 -2.96 5.30
O 3.39 -3.53 4.80
C 1.45 -2.35 4.23
C 1.51 -2.77 2.90
C 0.70 -2.18 1.96
N -0.13 -1.16 2.27
C -0.21 -0.78 3.57
C 0.53 -1.35 4.57
C -1.18 0.34 3.83
O -1.48 0.75 4.90
O -1.71 0.81 2.67
H 2.22 -3.54 2.64
H 0.69 -2.49 0.93
H 0.44 -1.05 5.60
F -4.17 -4.76 -0.38
C -3.67 -4.95 0.85
F -2.42 -5.40 0.72
F -4.39 -5.92 1.43
C -3.72 -3.68 1.66
C -4.47 -3.59 2.81
C -4.50 -2.40 3.54
C -3.76 -1.34 3.09
N -3.04 -1.42 1.96
C -3.00 -2.55 1.24
S -1.98 -2.40 -0.15
H -5.03 -4.46 3.15
H -5.07 -2.32 4.45
H -3.73 -0.40 3.62
Br -7.39 0.24 -2.51
C -5.75 0.35 -1.62
C -4.57 0.09 -2.30
C -3.39 0.16 -1.60
N -3.33 0.49 -0.30
C -4.48 0.76 0.34
C -5.71 0.70 -0.28
H -4.57 -0.17 -3.35
H -2.45 -0.06 -2.09
H -4.40 1.05 1.38
H -6.62 0.91 0.28
O 0.03 0.13 -0.53
P 1.39 0.32 -1.29
C 1.26 1.94 -2.13
C -0.18 2.33 -2.53
C -0.64 1.79 -3.88
C 0.32 2.21 -4.98
C 1.73 1.72 -4.67
C 2.22 2.21 -3.31
C 2.74 0.30 -0.07
C 4.13 0.71 -0.61
C 4.45 2.19 -0.49
C 4.27 2.69 0.94
C 2.83 2.45 1.37
C 2.44 0.98 1.28
C 1.56 -1.06 -2.48
C 1.05 -2.42 -1.95
C 2.09 -3.28 -1.24
C 3.31 -3.50 -2.13
C 3.92 -2.15 -2.48
C 2.92 -1.23 -3.19
H 1.56 2.60 -1.31
H -0.20 3.42 -2.57
H -0.88 2.04 -1.74
H -1.65 2.16 -4.08
H -0.72 0.70 -3.85
H 0.31 3.30 -5.07
H -0.01 1.81 -5.94
H 2.42 2.08 -5.44
H 1.75 0.63 -4.73
H 2.33 3.30 -3.36
H 3.22 1.83 -3.10
H 2.77 -0.78 0.13
H 4.27 0.38 -1.64
H 4.86 0.15 -0.01
H 3.83 2.79 -1.16
H 5.49 2.34 -0.81
H 4.52 3.74 1.02
H 4.94 2.15 1.61
H 2.17 3.07 0.76
H 2.69 2.78 2.41
H 1.40 0.84 1.57
H 3.02 0.43 2.03
H 0.84 -0.74 -3.23
H 0.69 -2.97 -2.82
H 0.19 -2.27 -1.31
H 1.63 -4.23 -0.97
H 2.42 -2.82 -0.31
H 3.00 -4.02 -3.05
H 4.04 -4.13 -1.64
H 4.79 -2.27 -3.12
H 4.28 -1.69 -1.56
H 2.69 -1.68 -4.16
H 3.39 -0.27 -3.41